84
Properties=species:S:1:pos:R:3:lowdin_charge:R:1 method="wB97M-V/def2-TZVPD" orbital_gap_ev="9.187 / 9.611" total_charge=0 s2=2.01 energy_ev=-52831.19252 lumo_energy_ev="0.6 / 0.2" spin_multiplicity=3
C 0.34 -0.83 1.29 -0.1054
C 1.66 0.00 1.15 -0.2475
C 1.39 1.22 0.21 -0.1882
C 1.31 2.52 1.08 -0.1836
C 2.30 3.63 0.67 -0.1374
C 3.81 3.26 0.86 -0.3162
C 4.30 3.98 2.17 -0.1516
O 5.51 3.30 2.53 -0.1998
S 5.16 1.70 2.36 0.7436
O 6.33 0.85 2.15 -0.2352
O 4.25 1.26 3.43 -0.2694
O 4.14 1.90 1.06 -0.1828
H 0.08 -1.32 0.34 0.0710
H -0.51 -0.17 1.56 0.0622
H 0.52 -1.60 2.05 0.0685
H 2.44 -0.67 0.76 0.0985
H 1.99 0.30 2.15 0.0856
H 0.54 1.07 -0.46 0.1079
H 2.30 1.33 -0.41 0.0915
H 1.38 2.33 2.16 0.1135
H 0.29 2.95 0.94 0.1102
H 2.15 4.01 -0.35 0.1175
H 2.11 4.50 1.33 0.1145
H 4.34 3.76 0.04 0.1506
H 3.66 3.90 3.06 0.1367
H 4.56 4.99 1.82 0.1417
C -4.90 -1.58 5.49 -0.0401
C -4.21 -0.64 4.47 -0.4950
C -4.97 0.70 4.44 -0.1362
C -6.34 0.57 3.80 -0.1784
C -6.23 -0.05 2.40 -0.1324
C -5.39 -1.33 2.33 -0.4903
N -4.14 -1.26 3.13 -0.0683
O -3.25 -0.60 2.43 -0.0220
C -6.21 -2.55 2.79 -0.0382
C -5.11 -1.62 0.84 -0.0466
C -2.81 -0.42 5.06 -0.0415
H -4.72 -1.22 6.51 0.0858
H -5.98 -1.63 5.38 0.0550
H -4.49 -2.59 5.42 0.0948
H -4.39 1.45 3.90 0.1254
H -5.08 1.08 5.46 0.1243
H -7.02 -0.02 4.42 0.1036
H -6.80 1.56 3.72 0.1126
H -7.24 -0.25 2.02 0.1236
H -5.80 0.71 1.74 0.1223
H -5.60 -3.45 2.80 0.0930
H -7.04 -2.73 2.10 0.0838
H -6.67 -2.43 3.77 0.0590
H -4.64 -0.77 0.34 0.0778
H -6.05 -1.81 0.32 0.0855
H -4.47 -2.49 0.72 0.0915
H -2.26 -1.36 5.12 0.0919
H -2.89 -0.02 6.07 0.0846
H -2.22 0.29 4.49 0.0771
C 1.81 -1.25 -6.52 -0.0401
C 1.55 -0.65 -5.11 -0.4949
C 2.06 0.79 -5.08 -0.1361
C 3.58 0.87 -5.12 -0.1775
C 4.20 0.04 -4.01 -0.1300
C 3.66 -1.40 -3.90 -0.4878
N 2.19 -1.49 -4.06 -0.0692
O 1.65 -1.16 -2.91 -0.0219
C 4.34 -2.31 -4.95 -0.0377
C 4.14 -1.97 -2.56 -0.0412
C 0.02 -0.67 -4.99 -0.0431
H 1.14 -0.78 -7.25 0.0855
H 2.82 -1.07 -6.89 0.0552
H 1.62 -2.32 -6.53 0.0947
H 1.70 1.29 -4.18 0.1235
H 1.64 1.35 -5.92 0.1242
H 3.96 0.56 -6.10 0.1036
H 3.89 1.92 -5.01 0.1121
H 5.29 0.01 -4.14 0.1246
H 4.03 0.56 -3.06 0.1178
H 3.91 -3.31 -4.92 0.0928
H 5.40 -2.41 -4.74 0.0844
H 4.27 -1.94 -5.97 0.0589
H 3.84 -1.34 -1.71 0.0702
H 5.23 -2.03 -2.54 0.0877
H 3.74 -2.97 -2.39 0.0924
H -0.36 -1.69 -5.03 0.0912
H -0.43 -0.10 -5.80 0.0845
H -0.33 -0.21 -4.06 0.0770